[1]
This record from OMol25 describes a gas-phase ion, C4H11P4 (charge +1). The level of theory is ωB97M-V with the def2-TZVPD basis set.

Values from the calculation:
total charge: +1
HOMO energy (spin up / spin down): -12.6 / -12.3 eV
relative energy (zero: lowest compared OMol25 entry of this formula, charge and spin): 51.35 kcal/mol
LUMO (spin up / spin down): -5.539 / -5.743 eV
HOMO-LUMO gap (spin up / spin down): 7.08 / 6.56 eV
calculated total energy: -41471.588 eV

Each line ends with the natural charge from an NBO analysis.
CARTESIAN COORDINATES (ANGSTROEM)
1 C -0.687 -2.898 -0.315  -0.609
2 C 1.902 0.601 -1.716  -0.942
3 C -0.999 0.123 1.855  -0.963
4 C -1.378 1.770 -0.398  -0.963
5 P -1.847 -1.838 -0.514  0.577
6 P 2.352 -1.502 0.467  0.182
7 P 1.604 0.411 0.096  0.340
8 P -0.627 0.171 0.067  0.816
9 H -0.348 -3.903 -0.297  0.230
10 H 2.976 0.679 -1.881  0.269
11 H 1.438 1.516 -2.079  0.250
12 H 1.522 -0.252 -2.274  0.246
13 H -2.074 0.227 1.999  0.261
14 H -0.491 0.944 2.360  0.264
15 H -0.678 -0.825 2.285  0.263
16 H -1.096 2.039 -1.414  0.262
17 H -1.064 2.549 0.296  0.271
18 H -2.462 1.663 -0.355  0.269
19 H 1.958 -1.474 1.816  -0.023

[2]
This record from OMol25 describes a molecular structure, C24H46Br4F3NiO10S4. The level of theory is ωB97M-V with the def2-TZVPD basis set.

Values from the calculation:
total charge: +1
expectation value of S²: 2.005
HOMO energy (spin up / spin down): -11.8 / -11.8 eV
LUMO (spin up / spin down): -3.849 / -4.958 eV
HOMO-LUMO gap (spin up / spin down): 7.90 / 6.79 eV
spin multiplicity: 3
calculated total energy: -418805.006 eV

Each line ends with the Löwdin spin population.
CARTESIAN COORDINATES (ANGSTROEM)
1 Ni 1.167 -2.698 -0.882  1.765
2 C -1.415 -0.492 -1.631  0.016
3 O -0.756 0.674 -1.083  0.001
4 O -0.369 -1.413 -1.653  0.134
5 C -2.806 -0.936 -0.974  0.000
6 F -2.704 -1.183 0.279  0.000
7 F -3.784 0.009 -1.070  0.000
8 F -3.357 -2.133 -1.446  0.000
9 C -1.353 1.920 -1.313  0.000
10 C -0.564 2.949 -0.504  0.000
11 H 0.435 3.017 -0.935  0.000
12 H -0.916 3.977 -0.593  0.000
13 H -0.494 2.741 0.563  0.000
14 H -2.408 1.950 -1.041  0.000
15 H -1.299 2.242 -2.353  0.000
16 H -1.523 -0.226 -2.683  0.006
17 C 4.324 5.385 2.754  0.000
18 C 3.022 4.789 3.389  0.000
19 C 2.138 4.450 2.214  0.000
20 S 2.505 5.773 0.941  0.000
21 O 1.445 6.815 0.866  0.000
22 O 2.915 4.961 -0.244  0.000
23 C 4.025 6.470 1.797  0.000
24 H 5.050 4.732 2.270  0.000
25 H 5.026 5.758 3.499  0.000
26 H 2.594 5.512 4.083  0.000
27 H 3.270 3.943 4.031  0.000
28 H 1.083 4.354 2.471  0.000
29 H 2.338 3.544 1.642  0.000
30 H 3.684 7.365 2.319  0.000
31 H 4.755 6.797 1.058  0.000
32 C 0.673 0.621 3.698  0.000
33 C 2.224 0.618 3.850  0.001
34 C 2.786 -0.319 2.859  0.002
35 S 1.752 0.001 1.349  0.002
36 O 1.768 -1.185 0.517  0.028
37 O 2.106 1.307 0.767  0.002
38 C 0.207 0.271 2.264  0.000
39 H 0.190 1.523 4.075  0.000
40 H 0.250 -0.147 4.345  0.000
41 H 2.432 0.449 4.907  0.000
42 H 2.697 1.556 3.561  0.000
43 H 2.561 -1.359 3.097  0.000
44 H 3.827 -0.113 2.609  0.000
45 H -0.337 -0.673 2.244  0.000
46 H -0.437 0.913 1.663  0.000
47 C 1.180 -0.300 -4.906  0.000
48 C 1.475 1.069 -4.318  0.000
49 C 2.367 0.864 -3.043  0.000
50 S 3.125 -0.792 -3.047  0.002
51 O 2.572 -1.662 -2.010  0.016
52 O 4.562 -0.633 -3.135  0.004
53 C 2.333 -1.277 -4.661  0.000
54 H 0.892 -0.203 -5.953  0.000
55 H 0.356 -0.830 -4.429  0.000
56 H 0.587 1.635 -4.035  0.000
57 H 2.026 1.582 -5.106  0.000
58 H 1.689 0.954 -2.193  0.000
59 H 3.159 1.613 -3.046  0.000
60 H 2.186 -2.352 -4.768  0.000
61 H 3.063 -0.905 -5.380  0.000
62 C -2.855 -5.516 1.037  0.000
63 C -1.848 -6.475 1.804  0.000
64 C -0.432 -5.809 1.708  0.001
65 S -0.704 -4.011 1.759  0.003
66 O 0.198 -3.380 0.769  0.014
67 O -0.871 -3.496 3.113  0.004
68 C -2.345 -4.101 0.928  0.000
69 H -3.887 -5.567 1.383  0.000
70 H -3.022 -5.845 0.012  0.000
71 H -1.901 -7.483 1.393  0.000
72 H -2.093 -6.562 2.862  0.000
73 H -0.092 -5.884 0.675  0.000
74 H 0.377 -6.098 2.379  0.000
75 H -2.172 -3.914 -0.132  0.000
76 H -2.992 -3.310 1.307  0.000
77 Br -1.473 -3.383 -6.164  0.000
78 C -2.143 -3.003 -4.346  0.000
79 C -2.448 -4.342 -3.633  0.000
80 Br -4.066 -5.244 -4.388  0.000
81 H -3.083 -2.455 -4.417  0.000
82 H -1.382 -2.430 -3.817  0.000
83 H -2.688 -4.138 -2.590  0.000
84 H -1.565 -4.981 -3.674  0.000
85 Br -5.912 2.395 3.422  0.000
86 C -5.454 1.755 1.589  0.000
87 C -3.853 1.750 1.663  0.000
88 Br -3.106 0.497 2.911  0.000
89 H -5.741 2.587 0.946  0.000
90 H -5.844 0.771 1.330  0.000
91 H -3.544 2.763 1.923  0.000
92 H -3.354 1.637 0.700  0.000

[3]
This record from OMol25 describes a single C24H26N4O4 molecule. The level of theory is ωB97M-V with the def2-TZVPD basis set.

Values from the calculation:
HOMO energy: -6.7 eV
relative energy (zero: lowest compared OMol25 entry of this formula, charge and spin): 31.21 kcal/mol
LUMO: -0.222 eV
HOMO-LUMO gap: 6.48 eV
calculated total energy: -39461.004 eV

Each line ends with the natural charge from an NBO analysis.
CARTESIAN COORDINATES (ANGSTROEM)
1 C -1.874 0.653 2.912  -0.416
2 N -2.261 -0.030 1.694  -0.310
3 C -1.694 0.089 0.486  0.574
4 C -0.602 1.020 0.122  -0.467
5 N -2.354 -0.708 -0.376  -0.314
6 C -2.137 -0.839 -1.805  -0.416
7 C -3.398 -1.345 0.300  0.096
8 C -3.336 -0.924 1.613  0.190
9 C -4.240 -1.359 2.570  -0.233
10 C -5.184 -2.311 2.151  -0.198
11 C -5.247 -2.739 0.808  -0.201
12 C -4.365 -2.227 -0.156  -0.208
13 H -2.607 0.385 3.676  0.218
14 H -0.874 0.339 3.246  0.262
15 H -1.893 1.739 2.759  0.217
16 H -0.553 0.985 -0.977  0.235
17 H -0.900 2.022 0.474  0.246
18 H -2.890 -1.536 -2.183  0.224
19 H -2.267 0.129 -2.307  0.219
20 H -1.135 -1.235 -2.024  0.250
21 H -4.185 -0.955 3.581  0.229
22 H -5.885 -2.731 2.874  0.229
23 H -5.994 -3.478 0.515  0.229
24 H -4.399 -2.484 -1.214  0.227
25 C 3.967 5.890 -1.730  -0.257
26 O 4.214 5.140 -0.516  -0.497
27 C 3.385 4.089 -0.277  0.301
28 C 3.629 3.291 0.868  -0.255
29 C 2.806 2.212 1.141  -0.170
30 C 1.744 1.886 0.291  -0.029
31 C 0.791 0.743 0.671  -0.214
32 C 1.284 -0.594 0.232  -0.442
33 C 0.771 -1.754 0.894  0.630
34 O 0.215 -1.745 2.009  -0.748
35 N 0.899 -2.983 0.218  -0.477
36 C 0.357 -4.155 0.855  -0.410
37 C 1.250 -3.086 -1.138  0.797
38 O 1.131 -4.116 -1.798  -0.662
39 N 1.781 -1.919 -1.698  -0.486
40 C 2.294 -2.058 -3.030  -0.409
41 C 2.111 -0.776 -0.930  0.660
42 O 2.991 -0.008 -1.342  -0.652
43 C 1.539 2.638 -0.864  -0.133
44 C 2.331 3.743 -1.151  -0.329
45 H 4.750 6.646 -1.737  0.201
46 H 4.049 5.247 -2.621  0.183
47 H 2.975 6.372 -1.713  0.177
48 H 4.471 3.531 1.513  0.223
49 H 2.956 1.587 2.025  0.215
50 H 0.757 0.682 1.770  0.227
51 H 0.449 -4.976 0.147  0.236
52 H 0.923 -4.370 1.766  0.207
53 H -0.692 -3.991 1.119  0.195
54 H 2.595 -1.077 -3.390  0.231
55 H 3.152 -2.738 -3.033  0.202
56 H 1.509 -2.483 -3.659  0.205
57 H 0.753 2.367 -1.573  0.186
58 H 2.139 4.309 -2.065  0.213

[4]
This record from OMol25 describes 2 unconnected molecules or ions with the total composition C12H16N2. The level of theory is ωB97M-V with the def2-TZVPD basis set.

Values from the calculation:
HOMO energy: -8.5 eV
relative energy (zero: lowest compared OMol25 entry of this formula, charge and spin): 34.44 kcal/mol
LUMO: 0.846 eV
HOMO-LUMO gap: 9.39 eV
SMILES: CCc1c[nH]cn1.Cc1ccccc1
calculated total energy: -15682.605 eV

Each line ends with the natural charge from an NBO analysis.
CARTESIAN COORDINATES (ANGSTROEM)
1 C 2.918 -0.487 -1.958  -0.632
2 C 4.011 -0.462 0.235  -0.234
3 C 2.822 -0.229 -0.462  0.006
4 C 3.948 -0.271 1.587  -0.196
5 C 1.633 0.276 0.085  -0.243
6 C 2.776 0.060 2.268  -0.247
7 C 1.664 0.397 1.473  -0.201
8 H 4.939 -0.705 -0.249  0.214
9 H 4.857 -0.371 2.167  0.200
10 H 2.561 0.307 -2.561  0.213
11 H 2.274 -1.362 -2.258  0.213
12 H 0.769 0.726 -0.440  0.267
13 H 2.776 0.094 3.334  0.213
14 H 0.793 0.872 1.959  0.211
15 H 3.905 -0.713 -2.360  0.208
16 C -2.727 1.215 -0.958  -0.416
17 C -4.116 1.774 -1.013  -0.602
18 C -2.461 -0.035 -0.222  0.083
19 C -3.275 -1.048 0.246  -0.127
20 C -1.139 -1.397 0.842  0.158
21 N -1.160 -0.290 0.101  -0.473
22 N -2.428 -1.841 1.031  -0.523
23 H -2.496 1.160 -2.075  0.218
24 H -2.155 2.111 -0.447  0.214
25 H -4.694 1.176 -1.720  0.196
26 H -4.341 -1.162 0.141  0.220
27 H -0.173 -1.681 1.232  0.228
28 H -2.813 -2.671 1.430  0.416
29 H -3.945 2.814 -1.319  0.214
30 H -4.724 1.744 -0.086  0.202

[5]
This record from OMol25 describes a molecular structure, C24H26FeN4S2Si. The level of theory is ωB97M-V with the def2-TZVPD basis set.

Values from the calculation:
total charge: +1
expectation value of S²: 8.778
HOMO energy (spin up / spin down): -8.6 / -11.0 eV
relative energy (zero: lowest compared OMol25 entry of this formula, charge and spin): 0.00 kcal/mol
LUMO (spin up / spin down): -2.893 / -3.771 eV
HOMO-LUMO gap (spin up / spin down): 5.74 / 7.24 eV
spin multiplicity: 6
calculated total energy: -95197.497 eV

Each line ends with the natural charge from an NBO analysis.
CARTESIAN COORDINATES (ANGSTROEM)
1 C 1.140 2.202 1.996  -0.381
2 C 0.125 2.445 1.014  -0.281
3 C -1.151 2.273 1.644  -0.372
4 H 0.289 2.804 0.001  0.252
5 C -0.926 1.914 3.016  -0.353
6 C 0.489 1.873 3.235  -0.357
7 H 0.967 1.745 4.201  0.245
8 H 2.203 2.363 1.838  0.251
9 H -2.106 2.498 1.178  0.260
10 H -1.682 1.816 3.789  0.243
11 Fe -0.052 0.513 1.769  1.244
12 C -1.300 -2.570 -2.950  -0.842
13 H -2.037 -2.571 -2.140  0.207
14 H -1.690 -2.039 -3.827  0.227
15 H -0.325 -2.146 -2.682  0.198
16 Si -0.118 -0.372 -0.796  0.972
17 C 1.628 -0.323 -1.410  -0.450
18 C 2.393 0.859 -1.397  -0.224
19 H 1.996 1.774 -0.946  0.206
20 C 3.665 0.876 -1.978  -0.211
21 H 4.250 1.800 -1.967  0.221
22 C 4.186 -0.281 -2.573  -0.203
23 H 5.169 -0.258 -3.050  0.226
24 C 3.456 -1.478 -2.525  -0.196
25 H 3.870 -2.392 -2.957  0.222
26 C 2.201 -1.512 -1.909  -0.231
27 H 1.657 -2.459 -1.826  0.217
28 C -1.266 0.726 -1.749  -0.554
29 C -0.847 1.336 -2.947  -0.188
30 H 0.140 1.108 -3.359  0.222
31 C -1.673 2.269 -3.587  -0.209
32 H -1.329 2.753 -4.504  0.224
33 C -2.921 2.594 -3.044  -0.185
34 H -3.558 3.331 -3.539  0.223
35 C -3.348 1.985 -1.856  -0.239
36 H -4.317 2.247 -1.422  0.215
37 C -2.528 1.056 -1.210  -0.148
38 H -2.858 0.615 -0.260  0.195
39 H -0.591 -1.762 -0.746  -0.181
40 H -1.081 -3.617 -3.209  0.218
41 N -3.558 0.245 1.896  -0.783
42 C -2.724 -0.825 1.992  0.301
43 N -1.389 -0.749 2.105  -0.644
44 C -0.817 -2.041 2.210  0.111
45 C -1.742 -3.053 2.054  -0.395
46 S -3.343 -2.440 1.829  0.473
47 C 0.604 -2.045 2.366  0.102
48 C 1.528 -3.069 2.433  -0.405
49 S 3.133 -2.474 2.637  0.461
50 C 2.508 -0.844 2.656  0.319
51 N 1.192 -0.759 2.397  -0.656
52 N 3.322 0.185 2.927  -0.770
53 H -4.542 0.012 1.912  0.414
54 H -3.295 1.065 2.435  0.418
55 H -1.472 -4.101 2.059  0.263
56 H 1.258 -4.115 2.353  0.263
57 H 4.289 -0.029 3.122  0.419
58 H 2.928 1.042 3.302  0.423

[6]
This record from OMol25 describes a molecular structure, C3H6O2P. The level of theory is ωB97M-V with the def2-TZVPD basis set.

Values from the calculation:
total charge: -1
HOMO energy (spin up / spin down): -3.2 / -3.2 eV
relative energy (zero: lowest compared OMol25 entry of this formula, charge and spin): 114.46 kcal/mol
LUMO (spin up / spin down): 4.047 / 4.048 eV
HOMO-LUMO gap (spin up / spin down): 7.28 / 7.28 eV
calculated total energy: -16589.308 eV

Each line ends with the natural charge from an NBO analysis.
CARTESIAN COORDINATES (ANGSTROEM)
1 C 0.569 0.916 0.384  -0.412
2 C 1.100 -0.366 -0.271  -0.765
3 C -0.942 0.658 0.332  -0.765
4 O -0.737 -2.049 1.011  -1.133
5 O -1.539 -1.753 -2.410  -0.922
6 P -0.611 -1.130 -0.141  1.731
7 H 0.917 0.999 1.416  0.195
8 H 0.868 1.826 -0.147  0.191
9 H 1.421 -0.224 -1.299  0.226
10 H 1.872 -0.884 0.295  0.215
11 H -1.467 0.789 1.279  0.215
12 H -1.449 1.217 -0.449  0.225

[7]
This record from OMol25 describes a gas-phase ion, CNO4S (charge -1). The level of theory is ωB97M-V with the def2-TZVPD basis set.

Values from the calculation:
total charge: -1
expectation value of S²: 2.011
HOMO energy (spin up / spin down): -3.4 / -5.3 eV
relative energy (zero: lowest compared OMol25 entry of this formula, charge and spin): 10.03 kcal/mol
LUMO (spin up / spin down): 3.944 / 1.446 eV
HOMO-LUMO gap (spin up / spin down): 7.33 / 6.74 eV
spin multiplicity: 3
calculated total energy: -21548.696 eV

Each line ends with the natural charge from an NBO analysis.
CARTESIAN COORDINATES (ANGSTROEM)
1 C -0.470 0.909 0.677  0.958
2 N 0.182 -1.916 -1.912  -0.674
3 O 0.278 0.967 -0.487  -0.729
4 O -0.587 1.772 1.469  -0.657
5 O 1.432 -1.147 0.106  -0.898
6 O -0.951 -0.322 0.636  -0.770
7 S 0.375 -0.899 -0.796  1.769

[8]
This record from OMol25 describes 2 unconnected molecules or ions with the total composition C4H10O3. The level of theory is ωB97M-V with the def2-TZVPD basis set.

Values from the calculation:
HOMO energy (spin up / spin down): -8.1 / -8.1 eV
relative energy (zero: lowest compared OMol25 entry of this formula, charge and spin): 117.14 kcal/mol
LUMO (spin up / spin down): 0.355 / 0.354 eV
HOMO-LUMO gap (spin up / spin down): 8.50 / 8.49 eV
calculated total energy: -10448.164 eV

Each line ends with the natural charge from an NBO analysis.
CARTESIAN COORDINATES (ANGSTROEM)
1 C -1.616 -0.901 0.433  -0.602
2 C 1.102 0.784 0.922  -0.729
3 C -0.961 0.148 -0.477  -0.504
4 C 0.518 0.128 -0.279  0.716
5 O 1.269 -0.685 -0.952  -0.684
6 O 1.308 0.719 -2.953  -0.491
7 O 0.789 1.687 -2.092  -0.544
8 H -1.392 -0.707 1.481  0.203
9 H -1.258 -1.898 0.183  0.213
10 H -2.695 -0.875 0.300  0.224
11 H 1.780 1.573 0.600  0.277
12 H 0.334 1.222 1.550  0.226
13 H 1.690 0.059 1.486  0.243
14 H -1.344 1.140 -0.240  0.235
15 H -1.200 -0.076 -1.517  0.240
16 H 1.234 -0.416 -1.957  0.510
17 H 2.239 0.972 -3.049  0.467

The records above give, respectively, largest force on an atom values of 1.1; 4.1; 1.8; 2.7; 4.8; 3.8; 5.2; 1.8 eV/A.